Entry 1:
C57H42BiN2O2P2S3 as an isolated structure in a non-equilibrium geometry, computed with wB97M-V/def2-TZVPD.

Each line ends with the Löwdin charge.
CARTESIAN COORDINATES (ANGSTROEM)
C  7.49238  17.38519  8.93148  -0.091
C  11.94058  22.03857  10.42728  -0.077
O  11.32380  15.07184  8.40702  -0.280
C  11.73413  17.91300  13.67889  -0.135
H  10.17171  18.39242  16.67746  0.106
C  19.01096  18.56343  8.50888  -0.132
H  14.54411  10.52787  10.96941  0.141
C  13.06595  13.16343  12.55571  -0.633
H  20.23272  18.56178  6.74131  0.120
H  6.75617  17.89734  8.24889  0.131
C  10.34822  18.26615  15.61559  -0.082
Bi  13.47404  15.47402  10.27644  1.196
C  9.69316  20.55939  10.79722  -0.078
C  17.82714  12.86708  9.18253  -0.058
P  16.10584  15.99359  11.08540  0.993
O  14.23656  17.92311  11.19122  -0.696
S  13.89810  13.03992  9.90670  0.556
N  13.32792  10.28827  16.48130  0.187
C  9.47275  17.42848  10.33759  -0.394
H  20.41127  19.94476  7.83671  0.117
C  14.40150  21.09939  9.91839  -0.069
H  10.66972  13.64825  7.07533  0.075
H  10.82261  15.77614  7.96228  0.086
H  6.09755  15.83206  9.33639  0.113
H  18.61160  21.02851  6.65081  0.125
C  15.73441  15.67935  13.78010  -0.110
H  8.51734  18.43990  12.75574  0.104
C  12.99750  22.97268  10.29095  -0.133
H  8.22839  18.64986  15.09468  0.113
C  9.25460  18.41767  14.77218  -0.072
C  14.99912  19.08807  7.62299  -0.094
C  9.60555  21.97108  10.82966  0.006
C  17.12990  17.23283  10.13725  -0.277
H  13.98934  19.29105  7.34290  0.116
C  14.07020  11.12535  11.77303  -0.069
C  14.53783  9.29677  13.25080  -0.176
H  10.67007  24.47598  11.78985  0.130
H  12.69859  25.05230  9.72876  0.115
H  11.38607  13.02972  8.58123  0.034
H  17.37519  13.91424  12.85739  0.109
C  15.92068  16.00728  15.12808  -0.049
H  7.62701  14.69904  10.91968  0.109
H  8.61741  22.45469  10.95331  0.130
P  11.03049  18.10886  11.01724  1.075
C  13.33590  10.70051  15.39826  -0.157
C  17.29475  14.11848  9.50782  -0.114
H  12.69767  17.71920  13.20074  0.063
C  10.88662  19.91838  10.62987  -0.277
C  18.47891  17.04971  10.30817  -0.075
H  18.56369  11.01871  9.92339  0.103
C  16.66142  17.13585  15.48767  -0.046
C  11.00049  24.21183  10.78662  -0.100
C  19.44222  17.72764  9.51238  0.006
H  17.23885  18.39426  12.40204  0.107
H  10.45456  24.82983  10.14895  0.101
H  18.04672  12.67986  8.16251  0.101
C  18.57950  19.94520  6.55038  -0.078
H  15.39782  20.72269  9.72581  0.115
C  17.46241  13.60654  11.80283  -0.071
C  14.02479  10.59256  13.04060  -0.193
C  16.23766  16.51636  12.79836  -0.358
C  17.30714  19.42709  7.15589  -0.145
C  7.10499  16.21473  9.47251  -0.092
H  16.80671  17.44654  16.52044  0.111
H  20.52320  17.54310  9.59465  0.128
C  10.73525  13.77100  8.13391  -0.107
H  15.49426  15.38180  15.86999  0.099
C  16.00838  19.52222  6.73833  0.011
S  12.46939  14.83227  12.45119  0.571
C  16.62083  18.13753  9.16243  -0.116
C  19.72356  19.25785  7.38522  -0.081
H  15.68947  20.01559  5.83322  0.121
H  15.12083  23.10532  9.83657  0.118
C  11.60244  18.01845  15.06878  -0.070
H  9.73249  13.74306  8.61882  0.089
C  10.67275  18.16330  12.80096  -0.364
C  17.11491  18.00281  14.47730  -0.065
S  13.80756  18.49321  9.83579  0.838
H  9.01766  18.93295  8.94180  0.099
C  9.13107  16.17152  10.78494  -0.138
H  18.23861  11.71400  12.31732  0.105
H  13.05303  24.83285  11.42328  0.144
N  15.07657  8.29295  13.41156  0.199
C  14.24933  22.49952  10.02214  0.012
C  12.90374  12.55874  13.82370  -0.052
H  12.31508  13.04820  14.61142  0.129
C  16.91086  17.69279  13.16033  -0.081
C  10.72634  22.74437  10.67961  -0.132
C  8.66971  17.99687  9.36411  -0.099
C  13.43422  11.30399  14.09197  -0.174
H  17.57293  18.95372  14.67092  0.106
C  15.27136  18.53546  8.82870  -0.347
C  17.59230  18.72345  8.35070  -0.077
C  17.96454  12.33066  11.49098  -0.053
C  9.40290  18.33756  13.37578  -0.076
C  18.14898  11.96148  10.17658  -0.065
C  12.50937  24.37869  10.54761  -0.087
H  18.91948  16.34265  11.08517  0.149
H  8.78335  20.00480  10.91424  0.095
H  17.05194  14.80944  8.74962  0.094
C  17.04251  14.48630  10.83184  -0.421
H  18.63175  19.68072  5.49798  0.122
H  15.10651  14.88339  13.49580  0.056
H  12.46614  17.75254  15.69625  0.111
C  12.07650  20.65832  10.38493  -0.135
H  9.69881  15.67120  11.56002  0.082
C  13.42129  20.20572  10.12933  -0.297
C  13.70898  12.41950  11.54002  -0.653
C  7.95099  15.58562  10.39919  -0.071

- E_tot (Ha) = -4548.94819
- LUMO energy (eV) = -2.7
- HOMO-LUMO gap (eV) = 7.5912
- relative energy (zero: lowest compared OMol25 entry of this formula, charge and spin) (kcal/mol) = 18.9
- charge = +1

Entry 2:
A 2-piece molecular cluster, C3H9NS2 overall in a non-equilibrium geometry, computed with wB97M-V/def2-TZVPD.

Each line ends with the Mulliken spin population.
CARTESIAN COORDINATES (ANGSTROEM)
H  0.50001  -1.61527  3.77363  0.000
H  2.71173  -2.28298  0.31404  -0.004
H  -1.33855  2.42631  0.93773  0.036
H  3.41824  -1.36612  1.59929  0.000
H  -1.64887  0.68039  0.76889  -0.004
N  2.62917  -1.84527  1.21377  0.002
C  1.48558  -1.91412  1.95393  -0.001
C  -1.76511  1.65709  0.29500  -0.040
H  0.66928  -2.33765  1.38025  0.006
H  -0.67652  -0.04688  -3.11118  0.015
C  1.36658  -1.36404  3.18197  0.002
H  2.22683  -0.85647  3.59830  0.000
H  -2.83992  1.86234  0.26385  0.005
S  -1.00352  1.91461  -1.30505  0.483
S  -0.63532  -0.23029  -1.79490  0.499

- E_tot (Ha) = -970.78052
- LUMO energy (alpha / beta) (eV) = 3.6 / 3.6
- HOMO-LUMO gap (alpha / beta) (eV) = 3.7304 / 6.3970
- relative energy (zero: lowest compared OMol25 entry of this formula, charge and spin) (kcal/mol) = 33.8
- charge = -1
- 2S+1 = 2
- <S²> = 0.7542

Entry 3:
One molecule with the formula C3H7NO7S in a non-equilibrium geometry, computed with wB97M-V/def2-TZVPD.

Each line ends with the natural charge from an NBO analysis.
CARTESIAN COORDINATES (ANGSTROEM)
H  -1.60352  -0.14452  1.78357  0.195
O  -2.55721  -0.96522  0.39944  -0.695
C  -0.29128  1.01927  0.07770  0.659
O  1.87931  0.26444  -1.38170  -0.982
H  0.31456  -0.65866  -1.70759  0.511
O  0.31376  1.74087  0.88867  -0.654
S  2.41801  -0.18639  -0.14149  2.580
O  1.11632  -0.86497  0.54013  -0.725
O  2.59034  0.94969  0.90294  -0.881
C  -0.15939  -0.44987  0.06444  0.371
H  -2.56710  -1.62619  -0.30732  0.487
H  1.71953  1.32345  1.16164  0.528
H  -1.58581  0.85897  -1.65789  0.438
O  3.45176  -1.16424  -0.19653  -0.862
C  -1.39508  -0.90958  1.05797  -0.046
H  -1.26130  2.42482  -0.92613  0.405
O  -0.33180  -1.16607  -1.12184  -0.719
N  -1.03389  1.45168  -0.99479  -0.792
H  -1.01720  -1.89750  1.55878  0.181

- E_tot (Ha) = -1098.12430
- LUMO energy (eV) = 0.4
- HOMO-LUMO gap (eV) = 11.0384
- relative energy (zero: lowest compared OMol25 entry of this formula, charge and spin) (kcal/mol) = 5.7
- SMILES = NC(=O)[C@](O)(CO)OS(=O)(=O)O

Entry 4:
A 2-piece molecular cluster, C5H15N2 overall in a non-equilibrium geometry, computed with wB97M-V/def2-TZVPD.

Each line ends with the Löwdin charge.
CARTESIAN COORDINATES (ANGSTROEM)
H  2.13625  -0.26449  -2.44822  0.112
H  1.80700  -1.62337  -1.36258  0.129
H  -0.55840  -1.30143  0.07688  0.092
H  -0.35328  -1.43064  1.81434  0.121
C  -1.44289  0.28830  1.15226  -0.297
H  2.30315  1.01563  -0.55107  0.150
N  -1.10414  1.17893  2.25086  0.020
N  -0.95349  -0.04696  -2.14849  0.248
H  1.29102  0.63512  1.56272  0.119
H  -1.81878  -0.60359  -2.32142  0.102
H  -1.63890  0.87940  0.24137  0.095
H  0.54182  1.07280  -0.87025  0.117
C  1.38614  0.42822  -0.58167  -0.214
C  1.06296  -0.11281  0.79883  -0.206
H  -0.88898  0.64135  3.07836  0.085
C  1.49294  -0.61929  -1.65000  0.045
H  -1.87452  1.77360  2.49131  0.075
H  -0.81292  0.58687  -2.94890  0.088
H  0.34736  -0.68880  -2.02310  0.078
H  -2.39785  -0.20619  1.38206  0.118
H  1.79820  -0.87296  1.07495  0.118
C  -0.32268  -0.72967  0.98176  -0.196

- E_tot (Ha) = -308.56144
- LUMO energy (eV) = -8.7
- HOMO-LUMO gap (eV) = 3.7955
- relative energy (zero: lowest compared OMol25 entry of this formula, charge and spin) (kcal/mol) = 145.1
- charge = +1